47
Properties=species:S:1:pos:R:3:lowdin_charge:R:1 method="wB97M-V/def2-TZVPD" relative_energy_kj_mol=0.0 smiles="Cc1ccc([C@@H]2C(/C=C3/SC(S)=NC3=O)=C(c3cccs3)Oc3ccccc32)cc1" lumo_ha=-0.022 homo_lumo_gap_ha=0.2673 molar_mass_g_mol=447.61 spin_multiplicity=1 e_tot_ha=-2324.5170 homo_energy_ev=-7.9
C 0.7392 -0.0342 4.1989 -0.523
C -2.0215 -0.2918 -2.9891 -0.265
C 1.2310 2.7033 2.0659 -0.461
C 1.0457 -0.6252 0.1199 -0.182
S 2.4703 3.5200 2.9769 1.066
C -3.1689 -0.0861 -3.9689 -0.058
H 5.0750 1.6647 -0.5777 0.119
C 2.9788 -1.4728 -1.2200 -0.018
H -2.7840 -2.1563 -2.1176 0.110
H 1.6151 5.4731 4.2439 0.060
H 4.7314 -2.2253 -2.2895 0.101
H 0.9650 -1.6267 0.5580 0.157
S -1.8798 -0.0089 4.3555 0.984
H -3.6969 -1.0218 -4.2583 0.085
H 2.4349 -2.3883 -1.4087 0.118
C 4.4673 0.7838 -0.7438 -0.003
C -0.4867 0.2355 1.9550 -0.019
H -1.1312 1.5709 -3.4679 0.108
H -0.8106 4.9552 3.4492 0.088
N 0.4700 0.0467 5.5716 0.050
C -0.0030 -0.5171 -1.0047 -0.172
H 6.0487 -0.1725 -1.8518 0.100
H -3.9002 0.5844 -3.5102 0.081
C -0.8487 0.1258 5.7489 -0.995
C -1.0405 0.6818 -2.8704 -0.046
H -1.4415 0.2320 1.4291 0.125
H -2.8079 0.3822 -4.8662 0.063
H -0.9539 2.8484 1.8519 0.123
C -2.0070 -1.3855 -2.0677 -0.035
C 2.4268 -0.4713 -0.4458 -0.106
C 0.7344 0.4181 1.1318 -0.099
C -0.0223 3.2339 2.2957 -0.092
C -1.0456 -1.4600 -1.0678 -0.043
H -0.2292 0.3566 7.9585 -0.097
C 3.2081 0.6963 -0.1759 -0.177
O 1.8562 -0.3838 3.8788 0.104
C 5.0439 -0.2484 -1.4739 -0.082
C -0.4208 0.0628 3.3226 -0.398
C -0.0450 0.5725 -1.8948 -0.002
S -1.4630 0.2918 7.4013 0.775
O 2.6826 1.7445 0.5012 0.060
C 1.3268 4.6494 3.6185 -0.399
C 4.2936 -1.3952 -1.7374 -0.069
C 1.5539 1.5718 1.2190 -0.208
C 0.0479 4.3789 3.1915 -0.166
H 0.7574 1.3277 -1.7936 0.131
H -1.1246 -2.2694 -0.3703 0.105



15
Properties=species:S:1:pos:R:3:lowdin_charge:R:1 method="wB97M-V/def2-TZVPD" relative_energy_kj_mol=201.0 smiles="C=NC(=C)C.O" lumo_ha=0.023 homo_lumo_gap_ha=0.3648 molar_mass_g_mol=87.12 spin_multiplicity=1 e_tot_ha=-287.7559 homo_energy_ev=-9.3
C -1.1511 -0.0858 -1.2405 -0.049
H -0.9553 0.9296 -1.5849 0.076
N -0.0896 -0.0165 0.9523 -0.005
H 0.8323 -1.8375 -1.7098 0.057
C 0.8712 -1.4480 -0.7049 0.051
C -0.0713 -0.5824 -0.3418 -0.427
H -1.2663 -0.7466 -2.0892 0.075
H -2.0847 -0.0025 -0.6849 0.083
C 0.2214 -0.6890 1.9746 -0.007
H 0.5768 -1.7159 1.8505 0.078
O 0.0000 2.7826 0.0682 -0.081
H 1.7755 -1.7029 -0.1687 0.060
H 0.4185 -0.1939 2.9106 0.072
H 0.7370 3.3753 0.2674 0.033
H 0.1854 1.9333 0.5011 -0.014



Please write out number 1 again, unchanged.
47
Properties=species:S:1:pos:R:3:lowdin_charge:R:1 method="wB97M-V/def2-TZVPD" relative_energy_kj_mol=0.0 smiles="Cc1ccc([C@@H]2C(/C=C3/SC(S)=NC3=O)=C(c3cccs3)Oc3ccccc32)cc1" lumo_ha=-0.022 homo_lumo_gap_ha=0.2673 molar_mass_g_mol=447.61 spin_multiplicity=1 e_tot_ha=-2324.5170 homo_energy_ev=-7.9
C 0.7392 -0.0342 4.1989 -0.523
C -2.0215 -0.2918 -2.9891 -0.265
C 1.2310 2.7033 2.0659 -0.461
C 1.0457 -0.6252 0.1199 -0.182
S 2.4703 3.5200 2.9769 1.066
C -3.1689 -0.0861 -3.9689 -0.058
H 5.0750 1.6647 -0.5777 0.119
C 2.9788 -1.4728 -1.2200 -0.018
H -2.7840 -2.1563 -2.1176 0.110
H 1.6151 5.4731 4.2439 0.060
H 4.7314 -2.2253 -2.2895 0.101
H 0.9650 -1.6267 0.5580 0.157
S -1.8798 -0.0089 4.3555 0.984
H -3.6969 -1.0218 -4.2583 0.085
H 2.4349 -2.3883 -1.4087 0.118
C 4.4673 0.7838 -0.7438 -0.003
C -0.4867 0.2355 1.9550 -0.019
H -1.1312 1.5709 -3.4679 0.108
H -0.8106 4.9552 3.4492 0.088
N 0.4700 0.0467 5.5716 0.050
C -0.0030 -0.5171 -1.0047 -0.172
H 6.0487 -0.1725 -1.8518 0.100
H -3.9002 0.5844 -3.5102 0.081
C -0.8487 0.1258 5.7489 -0.995
C -1.0405 0.6818 -2.8704 -0.046
H -1.4415 0.2320 1.4291 0.125
H -2.8079 0.3822 -4.8662 0.063
H -0.9539 2.8484 1.8519 0.123
C -2.0070 -1.3855 -2.0677 -0.035
C 2.4268 -0.4713 -0.4458 -0.106
C 0.7344 0.4181 1.1318 -0.099
C -0.0223 3.2339 2.2957 -0.092
C -1.0456 -1.4600 -1.0678 -0.043
H -0.2292 0.3566 7.9585 -0.097
C 3.2081 0.6963 -0.1759 -0.177
O 1.8562 -0.3838 3.8788 0.104
C 5.0439 -0.2484 -1.4739 -0.082
C -0.4208 0.0628 3.3226 -0.398
C -0.0450 0.5725 -1.8948 -0.002
S -1.4630 0.2918 7.4013 0.775
O 2.6826 1.7445 0.5012 0.060
C 1.3268 4.6494 3.6185 -0.399
C 4.2936 -1.3952 -1.7374 -0.069
C 1.5539 1.5718 1.2190 -0.208
C 0.0479 4.3789 3.1915 -0.166
H 0.7574 1.3277 -1.7936 0.131
H -1.1246 -2.2694 -0.3703 0.105